Record 1
This record from the Open Molecules 2025 dataset describes C5H8N2O as an isolated structure at a distorted geometry. The level of theory is ωB97M-V/def2-TZVPD.

```
16
Properties=species:S:1:pos:R:3:forces:R:3
C -0.6367 2.1346 0.3791 -0.5 0.9 -0.1
C -0.6568 -0.1628 -0.1598 -1.8 -2.5 3.7
C 0.7752 -0.2050 -1.4838 2.2 1.5 -1.7
C -0.0971 -1.6123 0.2060 -1.0 1.4 0.4
C 0.6993 -1.7839 1.2471 -0.2 -0.1 -0.1
O -1.8744 -0.2467 -0.8159 0.7 0.5 -0.7
N -0.4450 0.7520 0.7223 1.3 -0.2 -1.8
N 1.8645 0.2618 -1.5036 -1.0 -1.1 0.3
H -1.8869 -1.0018 -1.4238 0.2 0.2 0.1
H 2.7756 0.2863 -1.0783 -0.1 0.3 -0.1
H -0.5025 -2.4416 -0.3630 0.1 0.0 -0.2
H -1.4868 2.6037 0.8822 -0.1 -0.2 0.1
H 0.2241 2.7428 0.6711 0.2 -0.3 0.3
H -0.7674 2.3680 -0.6830 -0.2 -0.5 -0.2
H 0.9997 -0.9291 1.8337 0.1 0.1 0.0
H 1.0152 -2.7660 1.5697 0.1 -0.1 -0.1
```
Positions in Å, forces in eV/Å.

Summary:
Kohn-Sham gap = 8.86 eV
E_LUMO = 0.0095 Eh
2S+1 = 1
energy above the lowest of the compared OMol25 structures with the same formula, charge and spin = 455.6 kJ/mol

natural (NBO) atomic charge list, values in e, 2 entries: C -0.437; C 0.484

Record 2
This record from the Open Molecules 2025 dataset describes C5H8N2O as an isolated structure at a distorted geometry. The level of theory is ωB97M-V/def2-TZVPD.

```
16
Properties=species:S:1:pos:R:3:forces:R:3
C 1.6310 -0.4979 1.0916 -1.6 -3.2 1.0
C 1.1357 0.5176 0.1722 -4.1 2.0 2.3
C -0.9221 -1.0240 -0.1429 -2.1 0.7 0.7
C -1.9797 -0.3900 -1.1432 1.4 -0.6 -1.3
C -0.9397 0.7813 -1.0259 -1.6 7.9 -4.3
H 0.4209 -1.5055 1.0191 4.3 2.8 1.3
H 1.9662 -0.1686 2.3357 -0.7 -1.2 -4.6
H 2.2161 -0.9560 0.2355 1.0 -0.9 2.3
H 2.0273 1.8995 1.0770 -2.2 0.2 -2.2
H -1.5578 -0.8803 0.8767 2.2 -0.2 -1.7
H -0.6084 -2.0107 -0.3558 -0.1 -1.3 0.1
H -0.3409 1.7198 -1.8559 -2.7 -2.7 1.7
H -1.3778 1.5011 -0.2511 0.6 -0.8 -0.5
N 1.2131 1.7908 0.3068 3.2 -0.2 1.7
N 0.0857 0.0157 -0.6206 0.4 -3.8 2.1
O -2.9696 -0.7928 -1.7191 2.0 1.3 1.5
```
Positions in Å, forces in eV/Å.

Summary:
Kohn-Sham gap = 9.81 eV
E_LUMO = 0.0144 Eh
2S+1 = 1
energy above the lowest of the compared OMol25 structures with the same formula, charge and spin = 767.2 kJ/mol

natural (NBO) atomic charge list, values in e, 2 entries: C -0.665; C 0.368

Record 3
This record from the Open Molecules 2025 dataset describes C5H8N2O in the gas phase at a distorted geometry. The level of theory is ωB97M-V/def2-TZVPD.

```
16
Properties=species:S:1:pos:R:3:forces:R:3
H 1.6823 0.1237 1.6090 -0.3 -0.3 0.3
N 1.4815 -0.8064 1.2251 -1.5 0.1 -2.0
C 0.2722 -0.8575 0.6977 1.5 -1.9 5.0
C -0.2744 -2.1612 0.1797 0.5 0.1 -0.5
C -0.6922 0.2119 0.9714 1.5 -0.4 -4.7
O -1.7367 0.3480 1.5169 0.5 0.4 0.2
C -0.0775 1.0356 -0.4263 -3.0 1.9 1.3
C -1.0659 1.6036 -1.1312 -0.1 0.2 0.2
N 1.2381 1.4168 -0.4781 1.1 -0.4 0.3
H -0.8022 -2.6723 0.9877 -0.1 0.2 0.0
H -0.9394 -2.0124 -0.6721 -0.1 0.0 0.1
H 0.5621 -2.7938 -0.1240 -0.1 0.1 0.0
H -2.1042 1.3149 -1.0082 0.2 0.1 0.4
H -0.9119 2.5056 -1.7152 0.2 -0.4 -0.6
H 1.8895 0.6290 -0.4597 -0.1 0.5 0.0
H 1.4787 2.1146 -1.1728 -0.2 -0.3 0.0
```
Positions in Å, forces in eV/Å.

Summary:
Kohn-Sham gap = 8.64 eV
E_LUMO = -0.0062 Eh
structure (SMILES) = [H]/N=C(/C)C(=O)C(=C)N
2S+1 = 1
energy above the lowest of the compared OMol25 structures with the same formula, charge and spin = 327.9 kJ/mol

natural (NBO) atomic charge list, values in e, 2 entries: H 0.343; N -0.644

Record 4
This record from the Open Molecules 2025 dataset describes a 2-piece molecular cluster, C5H8N2O overall at a distorted geometry. The level of theory is ωB97M-V/def2-TZVPD.

```
16
Properties=species:S:1:pos:R:3:forces:R:3
C -2.7773 0.7470 0.1563 -0.2 0.2 -0.4
C -1.2901 0.4868 0.2132 -0.8 -1.2 -0.3
C -0.6977 -0.1115 -0.8061 -0.1 1.3 1.2
N -0.1351 -0.6702 -1.7210 0.0 -0.9 -0.6
H -3.3468 0.0126 0.7260 0.1 -0.1 0.1
H -3.0434 1.7293 0.5448 0.1 0.1 0.0
H -3.1258 0.6960 -0.8734 -0.1 0.0 0.0
H -0.9104 0.4440 1.2253 0.7 0.2 -0.3
H 0.3632 -0.1722 -2.4490 0.0 0.4 0.2
C 2.2795 -1.3256 0.4817 -0.7 -0.3 0.2
O 2.4855 -0.0401 -0.1028 -0.9 0.8 -0.3
C 1.7910 1.0148 0.3028 2.8 -0.8 -0.5
N 1.7251 2.1486 0.5128 -1.2 0.2 0.3
H 2.4238 -1.2230 1.5612 0.0 -0.4 -0.2
H 1.2895 -1.7129 0.2200 0.0 0.3 0.3
H 2.9691 -2.0235 0.0082 0.3 0.4 0.2
```
Positions in Å, forces in eV/Å.

Summary:
Kohn-Sham gap = 9.27 eV
E_LUMO = 0.0222 Eh
structure (SMILES) = CC=C=N.COC#N
2S+1 = 1
energy above the lowest of the compared OMol25 structures with the same formula, charge and spin = 363.3 kJ/mol

natural (NBO) atomic charge list, values in e, 2 entries: C -0.604; C -0.430

Record 5
This record from the Open Molecules 2025 dataset describes C5H8N2O2 in the gas phase at a distorted geometry. The level of theory is ωB97M-V/def2-TZVPD.

```
17
Properties=species:S:1:pos:R:3:forces:R:3
H -0.3626 2.7669 -0.7080 0.0 0.0 0.1
N -1.1398 2.2305 -1.0847 1.1 -0.4 -0.5
C -0.9122 0.9701 -1.1007 -1.0 1.8 2.2
O -1.9370 0.2150 -1.5032 -2.5 0.0 0.5
C 0.0285 0.2007 -0.2525 0.6 -0.2 -0.9
N 1.2860 0.7520 0.2497 0.6 -0.1 0.0
C 0.3058 0.2723 1.2187 -0.5 0.3 0.3
C 0.4906 -1.2355 1.3167 0.1 -0.1 0.2
C 0.2059 -1.3239 -0.2186 0.0 0.0 -0.1
O 1.1897 -1.8571 -1.0531 0.0 -0.1 -0.1
H -2.7445 0.7523 -1.1765 1.6 -1.2 -1.4
H 1.2728 1.7694 0.2152 -0.1 -0.1 0.0
H -0.1497 0.9544 1.9360 0.1 -0.2 -0.2
H -0.2764 -1.7405 1.9147 0.2 0.1 -0.1
H 1.4910 -1.5599 1.6327 -0.3 0.1 -0.1
H -0.7309 -1.8500 -0.4305 0.2 0.2 0.0
H 1.9829 -1.3167 -0.9559 0.0 0.1 0.1
```
Positions in Å, forces in eV/Å.

Summary:
Kohn-Sham gap = 10.07 eV
E_LUMO = 0.0208 Eh
structure (SMILES) = [H]/N=C(/O)[C@@]12N[C@@H]1C[C@@H]2O
2S+1 = 1
energy above the lowest of the compared OMol25 structures with the same formula, charge and spin = 334.7 kJ/mol

natural (NBO) atomic charge list, values in e, 2 entries: H 0.332; N -0.695

Record 6
This record from the Open Molecules 2025 dataset describes C5H8N2O2 in the gas phase at a distorted geometry. The level of theory is ωB97M-V/def2-TZVPD.

```
17
Properties=species:S:1:pos:R:3:forces:R:3
H 0.2985 2.5848 -2.7018 0.1 -0.3 -0.2
N -0.3431 2.4819 -1.9296 0.4 0.6 0.6
C -0.1496 1.4941 -1.1946 0.3 -2.2 -2.8
N -0.7596 1.0958 -0.0771 0.4 -2.1 1.4
C -0.9718 -0.1968 -0.0738 -1.8 1.6 1.4
C -0.9565 -0.9381 1.1929 -0.5 0.0 0.5
C -0.7737 -0.3466 2.3731 0.1 0.0 -0.1
O -1.2426 -2.2629 1.0187 0.1 0.0 -0.2
O 0.6243 0.2410 -1.6711 -0.1 2.3 -0.5
C 1.8585 -0.0498 -1.0486 0.3 -0.1 0.6
H -1.4834 -0.7330 -0.8757 0.9 -0.1 -0.5
H -0.8145 -0.8878 3.3072 0.0 -0.1 0.0
H -0.6124 0.7167 2.4155 0.1 0.1 -0.1
H -1.3043 -2.7052 1.8730 0.0 0.1 0.0
H 2.4468 -0.7083 -1.6857 -0.1 0.1 -0.3
H 1.7222 -0.6135 -0.1236 -0.2 0.0 0.3
H 2.4614 0.8276 -0.7987 -0.1 0.1 -0.2
```
Positions in Å, forces in eV/Å.

Summary:
Kohn-Sham gap = 8.46 eV
E_LUMO = -0.0263 Eh
structure (SMILES) = [H]/N=C(/N=C/C(=C)O)OC
2S+1 = 1
energy above the lowest of the compared OMol25 structures with the same formula, charge and spin = 420.9 kJ/mol

natural (NBO) atomic charge list, values in e, 2 entries: H 0.367; N -0.678

Record 7
This record from the Open Molecules 2025 dataset describes C5H8N2O2 as an isolated structure at a distorted geometry. The level of theory is ωB97M-V/def2-TZVPD.

```
17
Properties=species:S:1:pos:R:3:forces:R:3
C -1.0693 -0.2199 -0.3091 0.1 0.1 -0.1
C -1.8566 -0.7070 0.9122 0.2 0.1 -0.3
C 0.3237 0.1557 0.1351 1.2 0.2 -1.6
C 2.2988 -0.0288 -0.1718 -0.6 -0.8 0.2
N -1.7783 0.8593 -0.9669 -0.1 0.0 -0.1
C 1.4436 -0.7778 0.5349 0.5 0.1 0.0
O 0.6297 1.4351 0.4695 0.2 1.0 1.0
O 3.5761 -0.0808 -0.5214 0.1 0.3 0.1
N 1.3661 0.9510 -0.7337 -1.5 -0.8 0.1
H 3.7980 0.7157 -1.0257 -0.1 -0.1 0.0
H -0.9637 -1.0471 -1.0207 0.0 0.1 0.1
H -1.2517 1.1791 -1.7733 0.0 0.0 0.1
H -1.8612 1.6506 -0.3356 0.0 0.0 -0.1
H 1.5046 -1.6209 1.1892 0.1 -0.1 0.2
H -1.3744 -1.5703 1.3647 0.0 -0.1 0.1
H -2.8601 -0.9797 0.5970 0.0 0.0 0.0
H -1.9252 0.0857 1.6557 0.0 0.1 0.1
```
Positions in Å, forces in eV/Å.

Summary:
Kohn-Sham gap = 9.65 eV
E_LUMO = 0.0278 Eh
2S+1 = 1
energy above the lowest of the compared OMol25 structures with the same formula, charge and spin = 516.1 kJ/mol

natural (NBO) atomic charge list, values in e, 2 entries: C -0.093; C -0.608

Record 8
This record from the Open Molecules 2025 dataset describes C5H8N2O2 in the gas phase at a distorted geometry. The level of theory is ωB97M-V/def2-TZVPD.

```
17
Properties=species:S:1:pos:R:3:forces:R:3
C 0.2418 -0.0712 -2.4106 -0.4 -0.7 -1.0
C 0.3990 0.5136 -1.0664 0.2 0.3 1.8
C 0.0761 -0.0281 0.1312 0.9 2.9 -0.2
N -0.5372 -1.2444 0.2125 -1.0 -2.2 0.2
C -1.3115 -1.8076 1.2375 0.6 1.5 -0.1
O -1.9589 -2.8090 1.1119 0.1 -0.1 0.0
N 0.3233 0.6637 1.4070 -0.5 -2.7 -1.0
C 0.7633 1.9417 1.5834 0.2 -0.4 2.6
O 0.8729 2.8315 0.8026 0.0 0.5 -1.2
H 0.4475 0.7484 -3.1231 -0.2 -0.7 0.1
H 1.0001 -0.8748 -2.5746 -0.5 0.5 -0.1
H -0.7800 -0.4916 -2.6515 1.0 0.4 0.3
H 0.8973 1.4721 -1.0474 0.0 -0.1 0.2
H -0.5508 -1.7398 -0.6912 -0.2 0.2 0.9
H -1.2790 -1.1890 2.1924 -0.1 -0.7 -0.9
H 0.3915 -0.0142 2.2001 0.1 1.4 -0.9
H 1.0045 2.0985 2.6864 -0.2 -0.2 -0.8
```
Positions in Å, forces in eV/Å.

Summary:
Kohn-Sham gap = 9.12 eV
E_LUMO = 0.0221 Eh
structure (SMILES) = CC=C(NC=O)NC=O
2S+1 = 1
energy above the lowest of the compared OMol25 structures with the same formula, charge and spin = 151.0 kJ/mol

natural (NBO) atomic charge list, values in e, 2 entries: C -0.663; C -0.283

Record 9
This record from the Open Molecules 2025 dataset describes C5H8N2O2 as an isolated structure at a distorted geometry. The level of theory is ωB97M-V/def2-TZVPD.

```
17
Properties=species:S:1:pos:R:3:forces:R:3
C 2.5678 -0.8751 0.1479 -0.3 -1.4 -1.0
C 0.2565 -0.4912 -0.1058 5.4 -4.2 0.2
C -2.1498 -0.7014 -0.1242 1.6 1.6 1.5
C 0.9694 1.8923 0.3398 -0.4 4.1 2.1
C -0.5153 1.6679 -0.3416 -3.1 3.5 -0.9
H 3.1358 -1.7907 0.5598 -0.2 2.1 -0.6
H 2.9002 -0.7025 -1.0709 -1.0 -0.3 3.6
H 2.6624 0.1110 0.7595 0.2 -2.0 -1.1
H -3.0897 -0.7610 -0.7493 1.6 -0.8 0.0
H 1.5902 2.8113 -0.0344 -1.1 -2.4 -0.3
H 1.2285 2.0258 1.6444 -1.6 -1.5 -4.0
H -1.1028 2.1108 -1.5210 2.1 -0.8 3.9
H -1.2610 1.2751 0.3991 0.9 1.6 -1.0
N 1.1241 -1.4930 0.2074 -0.5 6.0 -1.1
N 0.5308 0.8370 -0.5103 2.3 -3.7 0.5
O -0.8535 -1.0037 -0.6330 -5.0 -0.2 -1.1
O -2.1989 -0.1767 0.9626 -0.9 -1.3 -0.7
```
Positions in Å, forces in eV/Å.

Summary:
Kohn-Sham gap = 9.71 eV
E_LUMO = 0.0226 Eh
2S+1 = 1
energy above the lowest of the compared OMol25 structures with the same formula, charge and spin = 771.2 kJ/mol

natural (NBO) atomic charge list, values in e, 2 entries: C -0.487; C 0.640

Record 10
This record from the Open Molecules 2025 dataset describes C5H8N2O3 in the gas phase at a distorted geometry. The level of theory is ωB97M-V/def2-TZVPD.

```
18
Properties=species:S:1:pos:R:3:forces:R:3
O -1.9341 2.5646 -0.0486 0.6 -0.8 -0.8
C -1.1915 1.8867 -0.7363 -0.6 1.5 0.7
N -0.5825 0.7292 -0.3773 0.1 -0.8 0.0
C 0.0595 -0.1120 -1.3744 -0.2 0.2 -0.1
C 0.9981 -0.9899 -0.5796 -0.2 -0.1 -0.2
C 1.8774 -0.3811 0.4411 0.5 -0.6 0.4
N 0.5703 -0.9097 0.8142 -1.7 -2.3 0.4
C -0.6222 0.1753 0.9909 -1.2 0.1 1.6
O -0.4958 0.9203 1.9735 -0.1 -0.8 -1.1
O -1.7132 -0.9167 1.0879 0.9 0.8 -0.7
H -0.8696 2.2252 -1.7429 -0.2 -0.2 0.0
H -0.6762 -0.7415 -1.8955 0.2 0.1 0.0
H 0.5958 0.4951 -2.1144 -0.1 -0.1 0.1
H 1.2340 -1.9802 -0.9656 0.0 0.2 0.1
H 2.7296 -0.9521 0.8038 -0.1 0.2 -0.2
H 1.9579 0.7066 0.4774 -0.2 -0.3 0.3
H 0.0721 -1.8228 1.2419 2.3 2.4 -0.6
H -2.0097 -0.8970 2.0041 0.0 0.4 0.1
```
Positions in Å, forces in eV/Å.

Summary:
Kohn-Sham gap = 9.49 eV
E_LUMO = 0.0119 Eh
structure (SMILES) = O=CN1C[C@H]2C[N@H+]2[C@]1([O-])O
2S+1 = 1
energy above the lowest of the compared OMol25 structures with the same formula, charge and spin = 260.9 kJ/mol

natural (NBO) atomic charge list, values in e, 2 entries: O -0.553; C 0.549

Which of these has the highest Kohn-Sham gap?
number 5

What is the formula in the seventh record?
C5H8N2O2